## 1
Entry from the OMol25 dataset: an isolated molecule of C5H6O (ωB97M-V/def2-TZVPD).

Atoms and positions in Å:
C  -1.02702  -1.09260  -0.23157
C  0.13649  -0.12964  0.06500
C  1.33109  -0.34111  -0.83709
O  1.46779  -1.29172  -1.56696
C  -0.17867  1.25126  0.43345
C  -0.24126  2.22551  1.14203
H  -1.79549  -1.04542  0.54305
H  -1.51665  -0.86609  -1.19037
H  -0.66242  -2.12059  -0.31437
H  0.65552  -0.17337  1.05057
H  2.14314  0.39342  -0.67164
H  -0.31251  3.19035  1.57792

Values from the calculation:
SMILES: C#C[C@@H](C)C=O
net charge: 0
HOMO-LUMO gap: 0.3883 Eh
lowest unoccupied orbital energy: 0.7 eV

## 2
Entry from the OMol25 dataset: an isolated molecule of C5H6O (ωB97M-V/def2-TZVPD).

Atoms and positions in Å:
C  1.12585  -0.26971  -1.15882
C  0.44071  0.81757  -0.79972
O  -1.60403  0.01033  -0.62210
C  -0.65905  0.66524  0.22731
C  -0.33301  -0.15748  1.40836
C  -0.11023  -0.85488  2.36454
H  -0.97656  -0.54971  -1.13503
H  1.21967  -1.10729  -0.46802
H  1.57952  -0.37224  -2.13760
H  0.31369  1.67759  -1.45372
H  -1.08483  1.61919  0.56534
H  0.08826  -1.47863  3.20945

Values from the calculation:
SMILES: C#C[C@H](O)C=C
net charge: 0
HOMO-LUMO gap: 0.4034 Eh
lowest unoccupied orbital energy: 1.0 eV

## 3
Entry from the OMol25 dataset: an isolated molecule of C5H6O (ωB97M-V/def2-TZVPD).

Atoms and positions in Å:
C  2.63350  -0.27793  -0.02748
C  1.18561  -0.42377  0.04846
C  -0.01499  -0.52427  0.10334
C  -1.47858  -0.57362  0.02673
C  -2.19557  0.76934  0.00130
H  3.04760  -1.06587  -0.73553
H  3.10595  -0.39042  1.04433
H  2.92138  0.77132  -0.41150
H  -1.90041  1.34052  -0.86274
H  -1.92958  1.36160  0.88179
H  -3.28211  0.63216  -0.05564
O  -2.09280  -1.61908  -0.01309

Values from the calculation:
SMILES: CC#CC(C)=O
net charge: 0
HOMO-LUMO gap: 0.3942 Eh
lowest unoccupied orbital energy: 0.7 eV

Which structure is most stable? 3, by 78.2 kJ/mol over the runner-up.

## 1
Entry from the OMol25 dataset: an isolated molecule of C2H4S3 (ωB97M-V/def2-TZVPD).

Atoms and positions in Å:
C  -1.60140  0.25539  -0.50581
C  -0.40068  -0.19080  0.52294
S  -3.11567  0.48071  -0.15072
S  2.58118  0.13577  -0.70361
S  1.00501  0.92393  0.22767
H  -1.15181  0.43355  -1.49777
H  -0.60780  -0.13712  1.66975
H  0.10664  -1.16547  0.25029
H  3.18453  -0.73596  0.18726

Values from the calculation:
SMILES: S=CCSS
net charge: 0
HOMO-LUMO gap: 0.3081 Eh
lowest unoccupied orbital energy: -0.4 eV

## 2
Entry from the OMol25 dataset: a cluster of 2 separate species, C2H4S3 in total (ωB97M-V/def2-TZVPD).

Atoms and positions in Å:
C  -0.74539  0.69485  -0.78727
C  1.16299  -1.06102  0.79912
S  -0.97123  -0.72326  -1.40375
S  -1.29623  2.28269  -0.60192
S  1.02072  0.75229  0.96432
H  1.70804  -1.37604  -0.05999
H  0.01096  -1.36709  0.81334
H  1.63045  -1.45409  1.70282
H  -2.52030  2.25168  -1.42665

Values from the calculation:
net charge: 0
HOMO-LUMO gap: 0.2839 Eh
lowest unoccupied orbital energy: -0.8 eV

Which structure is most stable? 1, by 107.1 kJ/mol over the runner-up.

## 1
Entry from the OMol25 dataset: a structure of composition C21H26BrN5O5S2Ti (ωB97M-V/def2-TZVPD).

Atoms and positions in Å:
Ti  -0.01066  -0.00235  0.92457
O  1.23196  2.57878  4.20358
C  0.66350  1.94660  3.18595
O  0.86779  0.78165  2.92495
C  -0.30984  2.81243  2.41931
O  -0.45799  2.37161  1.08989
C  0.44686  3.04005  0.17099
C  1.78241  2.29258  0.03234
O  2.78805  2.95192  -0.17507
O  1.67783  1.01771  0.10624
H  1.81881  1.95618  4.66142
H  -1.27342  2.71483  2.92752
H  -0.00101  3.85666  2.46734
H  -0.05372  3.02757  -0.79541
H  0.60989  4.06681  0.49564
Br  -3.03774  -1.76165  5.69307
C  -3.06985  -0.68944  4.14112
C  -4.16526  0.10611  3.84749
C  -4.12290  0.86501  2.68968
C  -2.99152  0.81313  1.89347
N  -1.93592  0.05122  2.18793
C  -1.99019  -0.71415  3.28053
H  -5.02676  0.12254  4.50035
H  -4.96044  1.48345  2.40084
H  -2.91945  1.40046  0.98752
H  -1.14456  -1.36401  3.46339
S  3.31913  -3.08504  2.62242
C  2.02927  -1.95065  2.57130
N  1.66925  -1.52316  1.40881
C  2.44952  -2.11891  0.41533
C  2.33462  -1.88876  -0.95565
C  3.17132  -2.56927  -1.80976
C  4.12683  -3.47186  -1.32023
C  4.25616  -3.70463  0.03110
C  3.40347  -3.01642  0.89450
H  1.56151  -1.62027  3.48740
H  1.60515  -1.17941  -1.31823
H  3.09304  -2.40368  -2.87621
H  4.77487  -3.99185  -2.01317
H  4.99558  -4.39729  0.40980
C  0.26410  1.57330  -4.43697
C  -0.46086  0.53638  -3.58576
C  -1.94990  0.53145  -3.91489
C  0.14770  -0.84903  -3.84101
N  -0.27678  0.98589  -2.19094
N  -0.91199  0.16934  -1.20161
H  0.22065  1.30023  -5.49224
H  1.31614  1.64244  -4.14987
H  -0.19045  2.55593  -4.30912
H  -2.09584  0.29472  -4.96948
H  -2.38598  1.51240  -3.71768
H  -2.49647  -0.21526  -3.33490
H  -0.04024  -1.16475  -4.86827
H  -0.27256  -1.62058  -3.19132
H  1.22982  -0.82117  -3.68927
H  0.71218  0.98372  -1.95419
H  -0.89015  -0.81753  -1.46414
H  -1.90094  0.40305  -1.19032
S  -1.07145  -2.49663  0.47738
C  -2.57688  -1.90142  0.04081
N  -3.57568  -1.40697  -0.28826

Values from the calculation:
net charge: 0
2S+1: 3
expectation value of S²: 2.004
HOMO-LUMO gap (alpha / beta): 0.2299 / 0.2927 Eh
lowest unoccupied orbital energy (alpha / beta): -0.1 / -0.1 eV

## 2
Entry from the OMol25 dataset: a structure of composition C21H26BrN5O5S2Ti (ωB97M-V/def2-TZVPD).

Atoms and positions in Å:
Ti  0.76270  0.49538  0.08575
O  1.44377  4.57944  -0.15509
C  0.82071  3.39023  -0.26849
O  1.43747  2.32820  -0.05345
C  -0.59808  3.47624  -0.72094
O  -1.41661  2.47666  -0.13752
C  -1.70502  2.69782  1.24174
C  -0.71359  2.10151  2.23106
O  -0.72407  2.52648  3.37286
O  0.00309  1.13183  1.76904
H  2.33530  4.40506  0.18454
H  -0.66438  3.32356  -1.80111
H  -0.97535  4.47480  -0.49379
H  -1.81918  3.76006  1.45441
H  -2.66598  2.21407  1.42484
Br  6.52676  0.46893  0.17052
C  4.92015  -0.09979  0.97410
C  4.89550  -1.16627  1.83593
C  3.68038  -1.51738  2.39560
C  2.54726  -0.81185  2.04420
N  2.57003  0.19420  1.17069
C  3.73831  0.55786  0.66490
H  5.80021  -1.71438  2.06320
H  3.60732  -2.33988  3.09417
H  1.57702  -1.04236  2.46549
H  3.72810  1.40244  -0.00881
S  1.83421  0.33327  -4.35205
C  1.81870  0.66869  -2.67495
N  0.67275  0.71188  -2.10140
C  -0.34697  0.51438  -3.04900
C  -1.71717  0.57452  -2.79817
C  -2.58943  0.35356  -3.84108
C  -2.11950  0.08256  -5.13818
C  -0.77010  0.05158  -5.40362
C  0.11090  0.27707  -4.34052
H  2.75645  0.77402  -2.14376
H  -2.07240  0.83541  -1.80874
H  -3.65551  0.39992  -3.65943
H  -2.82588  -0.08722  -5.94127
H  -0.40075  -0.13706  -6.40488
C  -1.35703  -2.92074  3.13687
C  -2.00029  -2.14466  1.99573
C  -2.80343  -3.08792  1.10009
C  -2.89830  -1.04721  2.56105
N  -0.87365  -1.51479  1.28497
N  -1.21103  -0.68896  0.16087
H  -2.11850  -3.43921  3.72281
H  -0.80996  -2.24136  3.79353
H  -0.65884  -3.67138  2.75230
H  -3.62757  -3.54461  1.65546
H  -2.16812  -3.89059  0.71301
H  -3.24271  -2.55501  0.25104
H  -3.56985  -1.46653  3.31376
H  -3.53005  -0.59489  1.78928
H  -2.29493  -0.26744  3.03417
H  -0.22307  -2.20963  0.93653
H  -1.93562  -0.04474  0.45728
H  -1.57781  -1.24955  -0.60474
S  3.55082  -2.64013  -1.76185
C  2.23369  -1.99155  -1.06293
N  1.30909  -1.45451  -0.57601

Values from the calculation:
net charge: 0
2S+1: 3
expectation value of S²: 2.011
HOMO-LUMO gap (alpha / beta): 0.1985 / 0.2978 Eh
lowest unoccupied orbital energy (alpha / beta): 0.1 / 0.2 eV

Which structure is most stable? 1, by 84.6 kJ/mol over the runner-up.